Entry 1:
# C12B3BaO24

A structure of composition C12B3BaO24 (ωB97M-V/def2-TZVPD, the Open Molecules 2025 dataset).

Geometry as XYZ:
```
40
Properties=species:S:1:pos:R:3:nbo_charge:R:1
Ba -16.574 0.956 18.159 1.9272
O -18.277 0.230 20.242 -0.6748
O -15.775 1.632 20.813 -0.6751
O -15.473 -1.196 19.292 -0.7278
O -15.987 -3.750 23.208 -0.6364
C -17.993 5.130 11.678 0.6753
O -14.309 -3.661 21.386 -0.6240
B -15.159 -2.887 22.315 1.1773
O -17.432 -1.146 26.455 -0.5191
C -14.811 -2.302 24.529 0.6810
O -14.396 -1.804 25.555 -0.5347
O -17.290 -0.283 24.362 -0.6528
O -16.413 -3.940 25.448 -0.5544
C -18.163 2.713 15.375 0.6830
O -15.899 2.396 16.041 -0.7088
C -15.219 -1.925 20.233 0.7416
C -15.814 -3.525 24.425 0.6839
C -17.684 -0.243 25.580 0.6413
O -13.383 -3.346 19.333 -0.5504
C -18.411 1.002 25.808 0.6660
C -14.188 -3.098 20.223 0.6868
O -17.720 5.022 12.958 -0.6533
B -17.780 3.620 13.374 1.1583
B -17.779 0.876 23.602 1.1689
O -18.823 3.244 14.354 -0.5919
O -15.924 -2.008 21.381 -0.6372
C -18.169 3.693 11.088 0.6800
O -16.500 3.296 14.039 -0.5700
C -16.666 2.843 15.206 0.7274
C -16.629 1.392 21.676 0.7161
C -17.898 0.567 21.373 0.7158
O -18.631 2.232 16.416 -0.6452
O -18.626 0.488 22.484 -0.6013
O -16.637 1.653 22.961 -0.5815
O -18.944 1.233 26.879 -0.5268
O -14.350 -2.089 23.289 -0.6873
O -17.937 2.872 12.107 -0.6662
O -18.016 6.147 11.003 -0.5331
O -18.395 3.367 9.940 -0.5303
O -18.483 1.649 24.677 -0.6478
```

HOMO energy, eV: -7.090
2S+1: 1
Charge: -1
HOMO-LUMO gap, eV: 7.2
Energy relative to the best compared isomer or geometry (same formula, charge and spin), kJ/mol: 164.2


Entry 2:
# C12H10

An isolated molecule of C12H10 (ωB97M-V/def2-TZVPD, the Open Molecules 2025 dataset).

Geometry as XYZ:
```
22
Properties=species:S:1:pos:R:3:nbo_charge:R:1
C -0.189 3.080 1.797 -0.2226
H -2.127 -0.952 -0.131 0.2226
C 0.073 -0.588 -0.403 -0.0298
C -0.513 1.820 -0.287 -0.1985
H -0.839 1.660 -1.337 0.2199
H 2.190 -2.496 -1.944 0.2053
C -0.654 2.963 0.355 -0.1980
C 1.183 -1.093 -1.047 -0.2034
H 0.272 -3.915 -2.128 0.1981
H 0.885 -0.181 2.049 0.2200
H -0.105 4.113 2.475 0.2331
C 0.408 1.947 2.320 -0.2099
C 0.089 -3.081 -1.727 -0.2252
C 1.250 -2.322 -1.647 -0.1778
H -1.058 3.749 -0.137 0.2069
H 0.799 1.959 3.473 0.2172
H -1.953 -3.322 -1.215 0.2122
C -1.104 -1.396 -0.506 -0.1989
C -1.021 -2.635 -1.178 -0.1896
C 0.406 0.707 1.613 -0.2170
C 0.019 0.667 0.360 -0.0513
H 1.987 -0.685 -0.755 0.1867
```

SMILES: c1ccc(-c2ccccc2)cc1
HOMO energy, eV: -9.158
2S+1: 1
HOMO-LUMO gap, eV: 10.1
Energy relative to the best compared isomer or geometry (same formula, charge and spin), kJ/mol: 239.3


- Which of these has the highest energy relative to the best compared isomer or geometry (same formula, charge and spin)?
  C12H10